*P*
The following is a quantum chemistry calculation of an isolated ion of composition C3H6N3O2 and charge +1, from the Open Molecules 2025 dataset.

Structure (XYZ):
```
14
Properties=species:S:1:pos:R:3
C -1.49409 0.92310 0.19899
C 1.44670 0.83433 0.25419
C -0.49520 -0.29623 0.12434
N 0.82208 -0.17847 -0.29385
N -1.71811 1.95722 0.86940
N -1.08617 -1.38888 -0.18761
O 2.73627 0.60464 0.47373
O 1.51238 -1.48309 -0.34908
H -1.93421 0.54118 -0.72640
H -2.61397 2.19012 0.46698
H -0.53120 -2.21223 -0.39882
H -2.04853 -1.47186 -0.29318
H 3.21958 1.35945 0.83012
H 2.18447 -1.37926 -0.96881
```

Computed properties:
Frontier orbital gap ... 8.451 eV
E_HOMO ... -13.838 eV
Net charge ... +1

---

*Q*
The following is a quantum chemistry calculation of a 2-piece molecular cluster, C3H6N3O2 overall, from the Open Molecules 2025 dataset.

Structure (XYZ):
```
14
Properties=species:S:1:pos:R:3
C 0.86228 -0.84438 -0.22679
C -2.37206 0.47980 0.21998
C 0.59028 0.37927 0.11634
N -3.35228 0.57598 -0.40486
N 0.58596 1.60899 0.04990
N 1.68757 -1.67398 0.37287
O -0.39360 2.32115 0.60994
O 1.55172 2.34076 -0.52346
H 0.07693 -1.10379 -0.99509
H -0.77582 1.83889 1.35349
H -4.30497 0.63772 -0.64899
H 2.52325 -1.26375 0.84580
H 1.28786 3.28504 -0.52438
H 1.88543 -2.61098 0.09942
```

Computed properties:
Frontier orbital gap ... 10.099 eV
E_HOMO ... -13.825 eV
Net charge ... +1

---

List of relative energies, unit hartree: *P* 0.0000; *Q* 0.0360